Model A:
The following is a DFT calculation (wB97M-V/def2-TZVPD) of an isolated molecule of C4H10O2S.

Cartesian coordinates (Å):
1 C 0.58503 -1.92368 0.54970
2 C 0.99935 0.65134 0.72003
3 C -1.84528 1.42585 -0.39647
4 C 0.20596 -0.48959 0.09648
5 O -2.22494 -1.25738 -0.61785
6 O 0.48824 -0.22279 -1.26061
7 S -1.67927 -0.28285 0.33675
8 H 0.71036 -1.69228 1.62552
9 H 1.60981 -2.16740 0.25621
10 H -0.19941 -2.64912 0.34186
11 H 1.58004 1.02975 -0.04885
12 H 1.71132 0.25683 1.46399
13 H 0.30532 1.30241 1.25569
14 H -2.86244 1.43418 -0.85060
15 H -1.15442 1.42557 -1.14677
16 H -1.96001 2.26452 0.21394
17 H 0.26519 -0.86517 -1.89221

HOMO-LUMO gap ... 0.351 hartree
HOMO ... -8.764 eV
Total charge ... 0

---

Model B:
The following is a DFT calculation (wB97M-V/def2-TZVPD) of a cluster of 2 separate species, C4H10O2S in total.

Cartesian coordinates (Å):
1 O 2.50192 0.35492 -3.23738
2 C 1.55707 0.29381 -2.49772
3 C 1.81484 0.04463 -1.01646
4 C 0.51104 -0.31528 -0.28735
5 C -0.12329 -1.61333 -0.83394
6 S -1.78489 -2.13904 -0.28258
7 H 0.50752 0.51670 -2.78296
8 H 2.20733 0.99879 -0.63833
9 H 2.54749 -0.73045 -0.83636
10 H 0.73346 -0.41275 0.78029
11 H -0.23927 0.49809 -0.33219
12 H 0.55994 -2.33472 -0.38678
13 H -0.03216 -1.53415 -1.91131
14 H -1.55577 -2.06932 1.01003
15 O -2.77356 2.63190 4.70145
16 H -3.60210 3.09694 4.81758
17 H -2.82956 2.71326 3.73401

HOMO-LUMO gap ... 0.363 hartree
HOMO ... -9.309 eV
Total charge ... 0
SMILES string ... O=CCCCS.O

---

Relative calculated energies, zero for the most stable structure, unit eV: model A 0.796; model B 0.000.

---

Model A:
The following is a DFT calculation (wB97M-V/def2-TZVPD) of a structure of composition H2KO.

Cartesian coordinates (Å):
1 K -1.53655 0.95115 -1.73275
2 O 0.42288 -0.07278 0.28619
3 H 1.08613 0.04428 0.96635
4 H 0.02754 -0.92265 0.48021

HOMO-LUMO gap ... 0.438 hartree
HOMO ... -16.232 eV
Total charge ... +1

---

Model B:
The following is a DFT calculation (wB97M-V/def2-TZVPD) of a structure of composition H2KO.

Cartesian coordinates (Å):
1 O -0.00546 -0.11752 0.92402
2 H 0.07736 -0.84980 1.57606
3 H -0.37398 0.63433 1.44090
4 K 0.30208 0.33300 -3.94099

HOMO-LUMO gap ... 0.362 hartree
HOMO ... -14.418 eV
Total charge ... +1

---

Model C:
The following is a DFT calculation (wB97M-V/def2-TZVPD) of a structure of composition H2KO.

Cartesian coordinates (Å):
1 O 1.03114 2.83194 0.00587
2 H 1.17695 3.41160 -0.77578
3 H 0.41492 3.34045 0.58028
4 K -0.26512 -0.75479 -0.00251

HOMO-LUMO gap ... 0.398 hartree
HOMO ... -15.287 eV
Total charge ... +1

---

Relative calculated energies, zero for the most stable structure, unit eV: model A 0.000; model B 0.373; model C 0.240.

---

Model A:
The following is a DFT calculation (wB97M-V/def2-TZVPD) of the ion C6H14BrN2 with charge +1.

Cartesian coordinates (Å):
1 C -0.08526 -2.23461 -1.03638
2 C -0.08810 -1.32826 0.21446
3 N -0.36007 -0.01529 -0.22561
4 C -1.51439 0.48889 0.53604
5 C -0.87341 1.11666 1.79860
6 N 0.43553 1.71757 1.39456
7 C 0.33398 0.77216 -1.01965
8 C 1.68616 0.25568 -1.46166
9 Br -0.31862 2.32291 -1.94451
10 H 0.78500 -2.91082 -1.05620
11 H -1.08884 -2.72110 -1.02632
12 H -0.11736 -1.61891 -2.01887
13 H -0.71505 -1.56596 1.07370
14 H 0.98717 -1.48804 0.41681
15 H -2.24825 -0.41576 0.72927
16 H -2.11709 1.12779 -0.12572
17 H -1.54268 1.92349 2.15398
18 H -0.77272 0.35068 2.57879
19 H 0.53971 2.65105 1.88771
20 H 1.22472 1.27760 1.87595
21 H 1.73705 -0.44075 -2.24274
22 H 1.93275 -0.42590 -0.57940
23 H 2.17976 1.16092 -1.92281

HOMO-LUMO gap ... 0.366 hartree
HOMO ... -14.124 eV
Total charge ... +1
SMILES string ... CC/[N+](CCN)=C(\C)Br

---

Model B:
The following is a DFT calculation (wB97M-V/def2-TZVPD) of a cluster of 2 separate species, C6H14BrN2 in total.

Cartesian coordinates (Å):
1 C -2.53319 -0.21818 0.36655
2 C 1.29766 0.58137 -1.57633
3 C 0.20004 1.45257 0.54778
4 C 2.26669 0.08282 0.68902
5 C 0.22014 -0.95787 0.11189
6 C 0.98518 0.32334 -0.10978
7 N -3.58905 -0.20020 1.19140
8 N 0.00776 -1.85810 -0.81624
9 Br -2.98832 -0.21765 -1.47084
10 H 1.64444 1.53035 -1.79602
11 H 0.38994 0.28132 -2.11601
12 H 2.13487 -0.13754 -1.85609
13 H 0.11467 1.19709 1.57399
14 H -0.64251 1.74706 -0.06264
15 H 0.68503 2.42332 0.64344
16 H 2.18251 -0.30632 1.79522
17 H 2.79059 1.02662 0.80148
18 H 2.98171 -0.69333 0.34508
19 H -0.24656 -1.30975 1.05077
20 H -4.61933 -0.32158 0.85838
21 H 0.49322 -1.65513 -1.67437
22 H -3.35898 -0.04584 2.13245
23 H -0.41651 -2.72437 -0.62914

HOMO-LUMO gap ... 0.323 hartree
HOMO ... -12.584 eV
Total charge ... +1

---

Relative calculated energies, zero for the most stable structure, unit eV: model A 0.000; model B 0.101.